Below is a molecular structure, C11H9Br2F6N4O5PbS3, with properties calculated with ωB97M-V/def2-TZVPD.

Element x y z (Å)
Pb: 0.8558 0.7802 -1.4079
N: 0.3276 -3.1372 -3.6433
C: 0.1489 -1.8929 -3.0997
S: 1.3705 -0.7112 -3.5334
N: -0.9270 -1.6947 -2.4180
N: -1.1008 -0.4600 -1.8395
C: -2.3099 -0.2094 -1.4733
C: -2.8564 1.0128 -0.9538
C: -4.2239 0.9657 -0.6187
C: -4.9150 2.0659 -0.1765
C: -4.2387 3.2880 -0.0878
C: -2.9084 3.3749 -0.4090
C: -2.1478 2.2498 -0.8338
O: -0.8931 2.4057 -1.0719
H: 1.2736 -3.3501 -3.9057
H: -0.1982 -3.8755 -3.2020
H: -3.0247 -1.0159 -1.6405
H: -4.7319 0.0125 -0.7217
H: -5.9639 1.9923 0.0791
H: -4.7726 4.1747 0.2352
H: -2.3852 4.3208 -0.3313
Br: 2.0683 3.6093 0.3687
C: 0.6136 3.8315 1.6363
Br: -0.3368 2.2593 2.2384
H: -0.1013 4.4924 1.1648
H: 1.0557 4.2772 2.5172
F: 5.1675 0.3213 3.1695
C: 4.9098 -0.7590 2.4268
F: 5.6294 -0.6715 1.3026
F: 5.3165 -1.8353 3.1067
S: 3.1015 -0.8576 2.0101
O: 2.8786 0.3421 1.2562
O: 2.4243 -1.0070 3.2602
N: 3.1959 -2.1802 1.1461
S: 2.0193 -2.6466 0.2134
O: 1.2374 -1.6116 -0.4316
O: 2.4398 -3.7416 -0.5977
C: 0.7466 -3.3839 1.3590
F: 0.0348 -2.4337 1.9612
F: -0.0993 -4.1498 0.6560
F: 1.3193 -4.1518 2.2900

Cartesian forces (eV/Å) of the 2 atoms listed first:
0.016 0.229 0.492
-0.081 -0.001 -0.066

For the calculated total energy, the calculation gives -8154.56069 Ha. The LUMO energy is 0.0880 Eh. The net charge is -1. The calculation puts the strongest force on any atom at 0.01737 Eh/bohr. The energy relative to the best compared isomer or geometry (same formula, charge and spin) is 13.5 kcal/mol.